Computed, not measured: C20H37FN7O5P2SSbSe5Y as an isolated structure in a non-equilibrium geometry, with ωB97M-V with the def2-TZVPD basis set.

The total charge is -1. As for the LUMO energy: 1.477 eV.

Atoms and positions in Å:
1 Sb -5.358 -0.331 -1.972
2 Y -2.226 -0.569 -0.889
3 Se -6.493 1.176 -0.346
4 Se -6.615 -1.300 -3.759
5 Se -3.375 0.916 -2.887
6 Se -4.413 -2.180 -0.537
7 Se 2.835 1.290 2.010
8 S -0.163 -2.721 -0.351
9 P 0.114 0.162 -2.788
10 P -2.704 -0.570 3.379
11 F -0.703 5.296 1.814
12 O 1.158 -3.223 -0.623
13 O -2.557 -1.376 4.618
14 O -1.031 -2.572 -1.535
15 O -2.583 -1.176 2.006
16 O -0.206 -1.390 0.317
17 N 0.857 -0.404 -5.393
18 N 4.448 -0.531 3.543
19 N 2.687 -0.041 -3.797
20 N -0.173 -0.066 2.964
21 N 1.345 1.862 -4.586
22 N -5.144 -0.359 2.247
23 N 3.937 -1.349 1.613
24 C -4.313 0.333 3.268
25 C 3.383 -1.514 0.275
26 C 1.893 -0.294 -2.590
27 C -1.953 1.602 0.310
28 C -0.169 -0.708 -4.394
29 C 4.700 -2.291 2.263
30 C -1.007 -3.835 0.734
31 C -0.603 1.967 0.393
32 C -1.356 0.698 3.468
33 C 0.388 1.852 -3.475
34 C 2.653 1.377 -4.157
35 C 3.782 -0.260 2.398
36 C -2.457 3.823 1.239
37 C -1.102 4.093 1.317
38 C -2.860 2.598 0.724
39 C -0.152 3.196 0.886
40 C 0.884 1.026 -5.694
41 C 5.020 -1.785 3.474
42 C 4.536 0.367 4.678
43 C 2.179 -0.812 -4.933
44 H -4.128 1.347 2.911
45 H 0.897 3.465 0.936
46 H -5.813 -1.001 2.662
47 H 0.729 0.440 2.962
48 H -1.181 1.005 4.496
49 H 4.631 1.386 4.312
50 H -3.166 4.581 1.550
51 H -1.156 -0.417 -4.763
52 H -4.546 -0.937 1.620
53 H -4.862 0.375 4.205
54 H 0.167 1.265 0.068
55 H -0.371 -0.385 1.997
56 H 4.189 -1.531 -0.456
57 H 0.753 2.506 -2.679
58 H -1.508 -4.583 0.123
59 H -1.738 -3.250 1.295
60 H 5.408 0.090 5.266
61 H 2.800 -2.428 0.223
62 H 2.722 -0.678 0.084
63 H -0.574 2.256 -3.801
64 H -0.117 1.344 -5.988
65 H -0.201 -1.783 -4.201
66 H -0.283 -4.308 1.394
67 H 2.309 0.292 -1.763
68 H 2.990 1.968 -3.302
69 H 3.353 1.529 -4.984
70 H 1.564 1.182 -6.537
71 H 3.638 0.298 5.292
72 H 5.593 -2.193 4.286
73 H 2.881 -0.688 -5.763
74 H 2.147 -1.869 -4.658
75 H -3.926 2.420 0.606
76 H -1.479 1.554 2.810
77 H -0.046 -0.915 3.518
78 H -5.669 0.268 1.548
79 H 1.969 -1.348 -2.306
80 H 4.938 -3.233 1.803